No. 1
Density functional theory data (wB97M-V/def2-TZVPD) for an isolated ion of composition C3H3ClNO and charge +1.

The geometry in XYZ format:
```
9
Properties=species:S:1:pos:R:3:nbo_charge:R:1
O -0.790 -1.436 1.642 -0.112
N -0.113 -0.748 0.773 0.234
C 0.837 -0.845 -0.174 -0.053
C 0.534 0.323 -0.778 0.056
C -0.487 0.824 0.218 -0.150
Cl -2.051 1.202 -0.362 0.174
H 1.474 -1.653 -0.433 0.285
H 0.624 0.694 -1.774 0.278
H -0.028 1.639 0.888 0.288
```

The relative energy (zero: lowest compared OMol25 entry of this formula, charge and spin) comes out at 60.5 kcal per mole. The gap between HOMO and LUMO (alpha / beta) is 0.3168 / 0.3168 hartree. As for the LUMO energy (alpha / beta): -7.809 / -7.811 eV. Its HOMO energy (alpha / beta) is -0.604 / -0.604 Ha. Its max |F| is 8.585 eV/Å. Its structure (SMILES) is O=[N+]1C=C[C@H]1Cl. The net charge is +1. As for the multiplicity: 1.

=====

No. 2
Density functional theory data (wB97M-V/def2-TZVPD) for C15H17HfIN2 as an isolated structure.

The geometry in XYZ format:
```
36
Properties=species:S:1:pos:R:3:nbo_charge:R:1
C -0.768 -3.818 -1.098 -0.606
C -1.879 -3.113 -1.790 -0.602
H 0.117 -3.837 -1.734 0.207
H -1.038 -4.855 -0.885 0.229
H -0.501 -3.357 -0.141 0.172
H -1.712 -2.032 -1.834 0.167
H -2.008 -3.459 -2.824 0.226
H -2.832 -3.273 -1.272 0.214
Hf 0.348 0.859 0.274 2.194
C -0.959 -0.128 1.675 -1.369
H -1.965 0.326 1.689 0.287
H -0.553 -0.021 2.697 0.280
H -1.093 -1.204 1.495 0.295
I 1.249 0.434 -2.233 -0.176
C -1.271 4.871 -0.364 -0.225
C -1.257 3.489 -0.235 0.133
N -0.194 2.882 0.366 -0.687
C 0.788 3.620 1.010 0.239
C 0.800 5.021 0.879 -0.077
C -0.253 5.634 0.183 -0.024
C 1.958 5.708 1.368 -0.148
C 3.022 5.040 1.916 -0.136
C 3.045 3.610 2.025 -0.059
C 4.155 2.857 2.438 -0.030
C 4.133 1.473 2.368 -0.223
C 3.014 0.816 1.879 0.132
N 1.952 1.539 1.424 -0.675
C 1.908 2.919 1.572 0.160
H -2.088 5.334 -0.910 0.279
H -2.037 2.818 -0.593 0.248
H -0.230 6.716 0.076 0.266
H 1.983 6.790 1.253 0.260
H 3.911 5.575 2.252 0.259
H 5.029 3.397 2.795 0.267
H 4.992 0.882 2.682 0.280
H 2.905 -0.268 1.811 0.247
```

The relative energy (zero: lowest compared OMol25 entry of this formula, charge and spin) comes out at 0.0 kcal per mole. The gap between HOMO and LUMO is 0.2704 hartree. As for the LUMO energy: -8.690 eV. Its HOMO energy is -0.590 Ha. Its max |F| is 1.789 eV/Å. The net charge is +2. As for the multiplicity: 1.

=====

No. 3
Density functional theory data (wB97M-V/def2-TZVPD) for a 2-piece molecular cluster, C7H11I2N overall.

The geometry in XYZ format:
```
21
Properties=species:S:1:pos:R:3:nbo_charge:R:1
C -2.025 -0.448 -2.224 -0.029
C 2.321 0.456 1.004 -0.605
C -0.299 -1.642 0.159 -0.654
C 1.480 1.369 0.143 -0.430
C 0.197 0.730 -0.437 -0.387
C -0.634 -0.219 0.484 -0.446
C -2.157 -0.033 0.433 -0.222
N -2.114 -0.749 -3.304 -0.555
I -3.039 1.865 0.467 0.385
I -3.615 -1.557 0.608 0.398
H 3.168 0.960 1.541 0.224
H 2.830 -0.445 0.421 0.212
H 1.667 0.076 1.720 0.187
H -0.754 -2.247 0.934 0.218
H -0.690 -1.892 -0.997 0.273
H 0.802 -1.814 -0.023 0.241
H 1.153 2.351 0.542 0.212
H 2.136 1.671 -0.689 0.222
H 0.329 -0.091 -1.209 0.244
H -0.444 1.554 -1.010 0.246
H -0.309 0.105 1.437 0.268
```

The relative energy (zero: lowest compared OMol25 entry of this formula, charge and spin) comes out at 95.6 kcal per mole. The gap between HOMO and LUMO (alpha / beta) is 0.2602 / 0.2602 hartree. As for the LUMO energy (alpha / beta): -2.171 / -2.172 eV. Its HOMO energy (alpha / beta) is -0.340 / -0.340 Ha. Its max |F| is 5.972 eV/Å. The net charge is 0. As for the multiplicity: 1.

=====

No. 4
Density functional theory data (wB97M-V/def2-TZVPD) for one molecule with the formula C4H7NO.

The geometry in XYZ format:
```
13
Properties=species:S:1:pos:R:3:nbo_charge:R:1
C 0.006 1.482 0.019 -0.006
N -1.201 1.385 -0.201 -0.102
O -1.867 0.155 -0.113 -0.359
C -0.956 -0.895 0.231 -0.106
C 0.399 -0.813 -0.461 -0.430
C 1.006 0.468 0.113 -0.476
H 0.282 2.596 -0.107 0.204
H -1.502 -1.707 -0.124 0.198
H -0.920 -1.004 1.302 0.177
H 0.372 -0.889 -1.594 0.221
H 1.091 -1.551 -0.046 0.219
H 1.233 0.057 1.208 0.219
H 2.057 0.717 -0.227 0.240
```

The relative energy (zero: lowest compared OMol25 entry of this formula, charge and spin) comes out at 81.5 kcal per mole. The gap between HOMO and LUMO is 0.3851 hartree. As for the LUMO energy: 0.897 eV. Its HOMO energy is -0.352 Ha. Its max |F| is 4.796 eV/Å. Its structure (SMILES) is C1=NOCCC1. The net charge is 0. As for the multiplicity: 1.

=====

No. 5
Density functional theory data (wB97M-V/def2-TZVPD) for one molecule with the formula C17H21BFNO.

The geometry in XYZ format:
```
42
Properties=species:S:1:pos:R:3:nbo_charge:R:1
O -2.611 -1.596 2.661 -0.691
C -1.964 -0.357 2.547 0.280
C -1.369 0.214 3.771 -0.256
C -0.716 1.515 3.761 -0.218
C -0.669 2.249 2.495 -0.242
C -1.224 1.661 1.286 -0.196
C -1.889 0.339 1.267 -0.078
C -2.434 -0.152 -0.109 -0.243
N -2.770 -1.585 -0.186 -0.608
C -1.584 -2.465 -0.075 -0.234
C -0.755 -2.659 -1.406 -0.409
C 0.460 -1.668 -1.589 -0.847
B 1.605 -1.788 -0.486 1.171
F 1.546 -2.699 0.574 -0.510
C 2.914 -0.825 -0.489 -0.833
C 2.462 0.581 -1.043 0.026
C 2.434 0.794 -2.501 -0.243
C 2.004 2.045 -3.101 -0.209
C 1.567 3.130 -2.207 -0.237
C 1.624 2.921 -0.763 -0.212
C 2.069 1.670 -0.151 -0.242
H -1.887 -2.254 2.641 0.479
H -1.437 -0.390 4.708 0.227
H -0.297 1.932 4.709 0.224
H -0.210 3.262 2.419 0.218
H -1.169 2.242 0.333 0.220
H -3.400 0.412 -0.286 0.216
H -1.735 0.203 -0.926 0.176
H -3.156 -1.729 -1.127 0.351
H -1.983 -3.489 0.198 0.200
H -0.951 -2.165 0.807 0.193
H -0.392 -3.730 -1.403 0.209
H -1.457 -2.601 -2.291 0.200
H 0.067 -0.629 -1.728 0.260
H 0.948 -1.940 -2.578 0.250
H 3.293 -0.699 0.558 0.247
H 3.732 -1.275 -1.114 0.255
H 2.743 -0.055 -3.155 0.213
H 1.979 2.148 -4.209 0.222
H 1.208 4.089 -2.657 0.223
H 1.303 3.779 -0.120 0.217
H 2.101 1.564 0.963 0.234
```

The relative energy (zero: lowest compared OMol25 entry of this formula, charge and spin) comes out at 54.3 kcal per mole. The gap between HOMO and LUMO is 0.3385 hartree. As for the LUMO energy: 0.596 eV. Its HOMO energy is -0.317 Ha. Its max |F| is 2.563 eV/Å. Its structure (SMILES) is Oc1ccccc1CNCCCB(F)Cc1ccccc1. The net charge is 0. As for the multiplicity: 1.

=====

No. 6
Density functional theory data (wB97M-V/def2-TZVPD) for C20H13BN7O4OsS as an isolated structure.

The geometry in XYZ format:
```
47
Properties=species:S:1:pos:R:3:nbo_charge:R:1
Os 1.019 -0.509 0.962 1.024
N -5.377 -1.736 2.575 -0.549
C -4.416 -0.784 2.332 0.221
C -4.446 -0.067 1.102 -0.116
C -3.395 0.777 0.769 -0.191
C -2.379 0.903 1.691 -0.209
C -2.327 0.303 2.941 -0.177
C -3.394 -0.498 3.314 -0.148
S -1.039 1.978 1.284 2.304
O -1.050 3.228 1.927 -0.852
O -0.844 1.845 -0.146 -0.906
N 0.285 1.133 1.942 -0.998
C 1.523 1.698 2.051 0.588
N 1.798 2.921 2.424 -0.436
C 3.076 3.279 2.199 0.156
C 4.016 2.519 1.525 -0.335
C 3.658 1.271 1.128 0.160
N 2.443 0.807 1.515 -0.586
H -5.427 -2.514 1.903 0.468
H -5.399 -2.082 3.495 0.400
H -5.332 -0.178 0.446 0.262
H -3.395 1.267 -0.189 0.282
H -1.484 0.425 3.568 0.268
H -3.288 -1.068 4.205 0.244
H 3.274 4.262 2.574 0.223
H 5.067 2.805 1.458 0.258
H 4.339 0.531 0.625 0.246
O 2.170 1.114 -1.538 -0.671
B 1.478 -0.123 -1.027 0.856
O 1.359 -1.048 -2.178 -0.680
C 2.056 -0.475 -3.202 0.277
C 2.381 -0.994 -4.441 -0.259
C 3.185 -0.209 -5.299 -0.219
C 3.478 1.083 -4.968 -0.204
C 3.164 1.666 -3.703 -0.243
C 2.522 0.808 -2.803 0.212
H 2.052 -1.991 -4.680 0.232
H 3.545 -0.534 -6.245 0.226
H 3.998 1.679 -5.743 0.222
H 3.472 2.670 -3.428 0.230
N -0.007 -1.925 0.425 -0.559
C -0.827 -2.764 0.131 0.528
C -1.773 -3.750 -0.013 -0.499
C -3.087 -3.640 0.485 0.393
N -4.162 -3.580 0.953 -0.447
C -1.444 -4.793 -0.855 0.250
N -1.069 -5.713 -1.489 -0.246
```

The relative energy (zero: lowest compared OMol25 entry of this formula, charge and spin) comes out at 28.5 kcal per mole. The gap between HOMO and LUMO (alpha / beta) is 0.2426 / 0.1103 hartree. As for the LUMO energy (alpha / beta): -3.918 / -7.565 eV. Its HOMO energy (alpha / beta) is -0.387 / -0.388 Ha. Its max |F| is 5.705 eV/Å. The net charge is +1. As for the multiplicity: 5. As for the expectation value of S²: 6.07.